(1)
DFT (ωB97M-V/def2-TZVPD) results for a molecular structure, C3H3FKO3.

Cartesian coordinates (Å):
H: 1.295 2.779 -0.603
O: 0.235 1.755 0.856
O: 0.547 0.102 -0.847
O: 0.648 -0.337 1.639
C: 0.292 2.360 -0.429
C: 0.045 1.214 -1.414
C: 0.908 0.579 0.844
H: -0.475 3.139 -0.481
F: -1.360 1.081 -1.585
H: 0.446 1.414 -2.419
K: -0.148 -2.259 0.236

Output
* spin multiplicity: 2
* ⟨S²⟩: 0.753
* orbital gap (alpha / beta): 5.6069 / 8.6063 eV

***

(2)
DFT (ωB97M-V/def2-TZVPD) results for C3H3FN2 in the gas phase.

Cartesian coordinates (Å):
F: -2.372 0.019 -0.012
C: -1.030 0.071 -0.028
C: -0.201 1.243 -0.019
N: 1.086 0.853 0.029
N: 1.128 -0.450 -0.066
C: -0.135 -0.973 0.072
H: -0.349 2.271 0.055
H: 2.005 -1.028 -0.009
H: -0.133 -2.005 -0.023

Output
* spin multiplicity: 1
* SMILES: Fc1cn[nH]c1
* orbital gap: 10.4228 eV

***

(3)
DFT (ωB97M-V/def2-TZVPD) results for 2 unconnected molecules or ions with the total composition C3H3FN2OS.

Cartesian coordinates (Å):
C: 0.452 0.283 -1.241
C: -0.487 0.448 -0.095
C: -0.148 0.127 1.207
H: 1.064 -1.849 0.457
H: 0.266 0.530 -2.331
H: 1.389 1.052 -0.985
N: -1.751 0.700 -0.130
N: -1.142 0.058 2.009
O: -2.158 0.281 1.166
F: 1.114 -0.367 1.512
S: 1.401 -1.263 -1.568

Output
* spin multiplicity: 1
* orbital gap: 7.8880 eV

***

(4)
DFT (ωB97M-V/def2-TZVPD) results for 2 unconnected molecules or ions with the total composition C3H3FO.

Cartesian coordinates (Å):
C: 1.185 0.381 0.073
C: -0.204 0.375 0.086
C: -1.401 0.806 0.114
O: -2.548 1.026 0.087
H: 1.568 -0.596 -0.153
H: 1.880 1.238 0.138
F: -0.126 -2.080 -0.212
H: -0.355 -1.150 -0.133

Output
* spin multiplicity: 1
* SMILES: C=C=C=O.F
* orbital gap: 8.4583 eV

***

(5)
DFT (ωB97M-V/def2-TZVPD) results for C3H3FO2 in the gas phase.

Cartesian coordinates (Å):
C: 0.097 0.105 0.588
C: 1.352 0.812 0.349
O: 1.631 1.961 0.547
C: 2.708 -0.326 -0.288
O: 2.605 -1.303 -0.943
F: 3.874 0.140 0.045
H: -0.549 0.534 1.504
H: 0.313 -0.981 0.606
H: -0.442 0.247 -0.331

Output
* spin multiplicity: 1
* SMILES: CC(=O)C(=O)F
* orbital gap: 10.3089 eV

***

(6)
DFT (ωB97M-V/def2-TZVPD) results for C3H3FO2 in the gas phase.

Cartesian coordinates (Å):
C: 0.558 0.495 -0.866
C: 0.415 0.599 -2.153
C: -0.711 -0.008 -0.121
O: -1.501 -0.120 -2.243
O: -1.544 -0.674 -0.969
F: 1.040 0.963 -3.240
H: 1.505 0.880 -0.320
H: -0.578 -0.821 0.622
H: -1.227 0.905 0.272

Output
* spin multiplicity: 1
* orbital gap (alpha / beta): 8.8810 / 8.8825 eV

***

(7)
DFT (ωB97M-V/def2-TZVPD) results for 2 unconnected molecules or ions with the total composition C3H3FO2.

Cartesian coordinates (Å):
C: -2.633 -0.390 2.669
C: 0.958 0.269 -0.885
C: -2.072 -0.686 1.535
O: -3.153 -0.034 3.643
O: 0.000 0.526 -1.548
F: -1.190 -1.705 1.370
H: 1.195 0.787 0.057
H: 1.685 -0.510 -1.168
H: -2.303 -0.150 0.628

Output
* spin multiplicity: 3
* ⟨S²⟩: 2.009
* orbital gap (alpha / beta): 7.7186 / 8.3218 eV

***

(8)
DFT (ωB97M-V/def2-TZVPD) results for C3H3FO2S in the gas phase.

Cartesian coordinates (Å):
O: 0.716 -1.540 0.279
C: 0.613 -0.317 0.072
C: 1.776 0.673 -0.020
F: 3.006 -0.152 -0.237
C: -0.851 0.194 0.033
O: -0.719 1.604 0.188
S: -2.379 -0.424 -0.147
H: 1.751 0.972 1.000
H: 1.656 1.447 -0.788
H: -1.611 1.917 0.026

Output
* spin multiplicity: 1
* SMILES: O=C(CF)C(O)=S
* orbital gap: 8.4015 eV

***

E list, top to bottom, in a.u.: -1041.6032, -325.4470, -798.6705, -291.1178, -366.4208, -366.2126, -366.2749, -764.5839